Record 1
Here is a structure of composition C60H75CsN10O3S2Sb2 at a distorted geometry from the OMol25 dataset. Energies are from the ωB97M-V functional and the def2-TZVPD basis.

## Properties
Maximum force in eV/A: 3.8
Calculated total energy in hartree: -4401.70562
Multiplicity: 1

Structure (XYZ):
```
153
C60H75CsN10O3S2Sb2 (the ωB97M-V functional and the def2-TZVPD basis)
Cs -0.648 -0.017 -0.754
Sb 5.506 -1.122 -0.585
Sb 2.588 0.865 1.191
S -3.701 -0.392 -1.224
S 1.759 7.702 -4.659
O -2.740 -0.293 -2.329
O -3.010 -0.704 0.031
O -4.613 0.731 -1.139
N 2.573 -2.839 -1.702
N 0.760 -1.187 -3.180
N 1.243 -3.826 0.678
N -0.674 -2.861 -1.323
N -1.279 2.608 0.483
N -0.619 0.262 1.926
N 0.432 6.776 -4.704
N -0.357 2.179 -3.334
N 2.800 6.633 -4.035
N 2.269 1.994 -2.695
C 7.319 0.008 -0.713
C 6.238 -2.872 -1.573
C -4.700 -1.815 -1.568
C -1.745 3.528 -0.358
C -0.236 -0.721 2.731
C -2.557 -0.346 5.744
C 2.107 -1.452 -3.626
C 4.460 2.946 -2.458
C -1.636 2.234 -3.677
C -3.979 3.398 0.505
C 2.129 5.505 -3.843
C -1.891 -1.425 6.596
C -5.987 -1.877 -1.049
C 7.553 0.651 3.731
C -1.651 1.020 2.304
C 3.249 -5.122 -1.882
C 5.943 -1.855 1.407
C 4.968 -0.130 2.991
C -2.265 0.849 3.538
C -2.536 0.974 6.525
C -7.097 -5.328 -2.168
C 3.539 1.900 -2.354
C 6.087 -0.759 2.413
C 3.378 -4.997 -3.253
C -4.974 -4.013 -2.486
C -0.812 -0.970 3.966
C 1.775 2.134 2.730
C 6.449 1.260 4.315
C -5.894 4.405 -0.791
C -5.577 4.906 1.638
C -3.064 3.954 -0.379
C 4.203 2.261 0.900
C -6.258 -4.100 -1.966
C 5.177 0.864 3.948
C -3.490 2.437 1.381
C -0.116 4.448 -4.077
C 4.023 4.154 -2.944
C 3.569 -0.485 2.609
C 0.228 -4.674 0.074
C -4.009 -0.759 5.472
C 1.837 3.168 -3.162
C -5.443 3.828 0.551
C 2.616 -4.132 0.343
C -2.154 2.071 1.346
C -6.754 -3.012 -1.250
C -0.294 -2.100 -3.622
C 3.042 -3.789 -3.842
C 7.363 -0.350 2.798
C 0.404 3.262 -3.539
C -1.003 -3.875 -0.339
C 2.623 -2.740 -3.030
C -2.233 3.369 -4.236
C -1.851 -0.157 4.404
C -4.196 -2.880 -2.291
C -0.467 -3.311 -2.688
C 0.773 5.587 -4.227
C -1.463 4.491 -4.432
C -6.349 2.643 0.898
C 2.682 4.275 -3.306
C 2.843 -4.014 -1.143
H 6.136 -2.778 -2.651
H 1.076 2.828 2.266
H -6.260 2.361 1.948
H -1.021 3.953 -1.045
H -7.278 -5.841 -1.222
H -7.390 2.927 0.732
H -0.131 -2.459 -4.651
H -1.877 5.398 -4.853
H 2.941 -5.139 0.659
H -6.611 -6.033 -2.840
H -3.355 4.702 -1.101
H -1.779 -4.575 -0.693
H 8.223 -0.842 2.358
H 7.390 0.501 -1.680
H 5.162 -2.556 1.687
H 3.447 -6.061 -1.382
H 2.915 -0.417 3.482
H -4.052 -1.664 4.865
H -1.513 1.305 6.705
H -4.553 0.023 4.942
H 4.687 5.001 -3.048
H 8.555 0.945 4.011
H 6.876 -2.417 1.313
H 5.667 -3.738 -1.251
H 3.249 -3.404 0.859
H 5.485 2.795 -2.150
H 3.477 -1.491 2.217
H 2.202 -1.505 -4.725
H 3.856 0.941 -1.963
H -1.237 -1.548 -3.607
H -2.410 -1.501 7.552
H 2.578 2.686 3.216
H -6.383 -1.034 -0.503
H -4.163 1.921 2.045
H 4.314 1.334 4.404
H -7.760 -3.052 -0.850
H 0.580 -1.341 2.370
H 7.288 -3.011 -1.317
H -6.620 5.212 1.741
H 1.129 -3.769 1.680
H -4.985 5.788 1.391
H -1.306 -3.930 -3.058
H 6.579 2.036 5.057
H -1.406 -2.160 -1.328
H -2.227 1.352 -3.473
H 0.420 -3.950 -2.728
H -4.525 -0.951 6.413
H -3.066 1.515 3.825
H -1.937 -2.405 6.120
H 4.665 2.484 1.861
H -0.434 -1.782 4.568
H 3.701 -5.836 -3.857
H -3.209 -2.819 -2.725
H 2.726 -0.625 -3.278
H 0.525 -0.222 -3.404
H -3.282 3.351 -4.491
H 8.179 -0.651 -0.588
H -8.070 -5.075 -2.590
H 3.076 -3.659 -4.915
H 0.652 -5.158 -0.809
H -0.082 -5.488 0.745
H -5.372 5.330 -1.038
H 7.330 0.762 0.072
H -1.404 -3.368 0.542
H -3.027 0.841 7.490
H -6.116 1.775 0.285
H -4.575 -4.841 -3.060
H 3.779 3.173 0.480
H -6.959 4.638 -0.747
H 4.965 1.892 0.217
H -5.735 3.690 -1.599
H -0.846 -1.193 6.801
H -5.236 4.529 2.602
H -3.059 1.768 5.995
H 1.237 1.547 3.471
```


Record 2
Here is a cluster of 7 separate species, C60H78N13O3 in total at a distorted geometry from the OMol25 dataset. Energies are from the ωB97M-V functional and the def2-TZVPD basis.

## Properties
Total charge: +9
Maximum force in eV/A: 5.7
Calculated total energy in hartree: -3266.79567
Multiplicity: 1

Structure (XYZ):
```
154
C60H78N13O3 (the ωB97M-V functional and the def2-TZVPD basis)
O -0.395 -0.146 -0.842
O 0.634 1.127 0.551
O -0.957 -0.070 1.169
N 7.880 -5.158 -0.939
N -2.792 -11.598 -6.338
N -0.223 0.281 0.317
N -3.589 -4.346 9.592
N 0.348 6.665 4.474
N 7.299 3.306 4.926
N -4.480 -5.841 -2.757
N 5.640 9.212 8.352
N 5.708 0.567 -4.179
N -3.891 -2.743 8.005
N -11.614 5.214 -10.040
N -5.318 2.581 -8.284
N 6.455 1.471 5.937
C 5.167 7.961 8.660
C 7.745 -4.067 -0.200
C 4.951 0.058 -3.148
C -10.532 5.701 -10.650
C 5.175 1.752 -4.884
C -3.534 -5.254 10.747
C 3.540 8.148 6.874
C 6.914 0.098 -4.521
C 6.251 2.842 4.154
C 7.007 -2.863 -2.209
C 5.307 -1.123 -2.494
C -4.304 -1.521 7.306
C -4.195 -3.148 9.338
C -3.058 -3.708 7.483
C -7.882 3.598 -8.925
C 6.300 0.369 6.791
C -11.586 4.113 -9.226
C 2.562 7.517 4.707
C -4.846 -4.667 -1.885
C -2.413 -9.291 -5.961
C -2.879 -4.727 8.482
C -4.732 -5.003 11.694
C -7.561 3.172 -7.678
C -3.936 1.988 -8.023
C -9.173 4.181 -9.320
C 1.501 7.135 3.936
C -6.885 3.520 -9.842
C 4.079 9.385 6.541
C 8.123 4.409 4.639
C 7.235 -4.061 -2.973
C -4.098 -10.453 -4.804
C 0.246 6.589 5.786
C 6.542 -1.676 -2.878
C -5.602 3.003 -9.511
C 7.479 2.393 5.967
C -3.791 -7.973 -4.372
C -5.139 -7.463 -4.385
C -2.486 -12.884 -7.075
C -1.964 -10.497 -6.489
C -10.339 3.582 -8.840
C -2.845 -7.418 -3.449
C 2.479 7.610 6.100
C 5.579 1.801 4.836
C 8.355 -6.379 -0.231
C 6.681 9.826 9.119
C 7.366 -1.052 -3.812
C 9.537 3.964 4.193
C -3.158 -6.275 -2.706
C 7.270 -2.868 -0.783
C 4.122 7.380 7.904
C -5.426 -6.339 -3.636
C -0.724 6.117 3.554
C 5.151 9.930 7.308
C -3.860 -11.601 -5.510
C 1.281 7.070 6.663
C 7.705 -5.195 -2.268
C -3.476 -9.225 -5.067
C -6.265 2.663 -7.306
C -12.957 5.789 -10.346
C -9.283 5.212 -10.231
H 9.465 3.167 3.453
H 7.137 -0.292 6.563
H -4.905 2.879 -10.326
H 1.043 7.178 7.711
H 6.849 9.382 10.100
H -13.416 5.207 -11.145
H 1.630 7.069 2.866
H 5.943 2.328 -5.399
H 3.418 7.901 4.170
H -0.197 5.744 2.675
H 3.737 9.866 5.636
H 7.875 -6.165 -2.711
H -0.731 6.246 6.091
H -4.863 -5.776 12.451
H 9.387 -6.310 0.113
H -1.291 6.996 3.247
H 7.026 -4.125 -4.030
H 7.502 0.593 -5.279
H -1.856 -7.845 -3.531
H 7.161 -1.988 -0.165
H -5.055 -1.055 7.943
H -13.543 5.906 -9.435
H -4.364 -12.544 -5.358
H 4.061 0.620 -2.904
H -6.383 -5.843 -3.564
H 7.949 -4.101 0.860
H 7.573 9.884 8.495
H 7.821 5.014 3.785
H 8.034 5.028 5.532
H -3.466 1.523 -8.889
H -1.767 -8.435 -6.092
H -4.378 -3.775 -2.301
H 4.696 2.378 -4.131
H -2.625 -5.119 11.333
H -3.472 -0.820 7.245
H 4.653 1.267 4.683
H -1.543 -13.242 -6.661
H -12.519 3.667 -8.913
H 6.267 0.782 7.799
H -4.765 -2.608 10.080
H -2.507 -3.461 6.587
H -5.933 -4.744 -1.850
H -4.570 -4.104 12.289
H -8.390 5.635 -10.669
H 5.468 -0.271 6.496
H -2.582 -5.644 -2.046
H 8.210 -7.224 -0.905
H -3.277 -13.621 -6.939
H 7.681 -6.675 0.572
H -1.051 -10.712 -7.023
H -4.372 -4.964 -0.949
H 3.708 6.405 8.115
H 4.460 1.347 -5.601
H -8.271 3.202 -6.865
H 10.172 4.768 3.821
H 4.741 -1.617 -1.718
H -1.312 5.359 4.072
H 9.910 3.336 5.003
H -5.011 -10.360 -4.234
H -2.295 -12.900 -8.148
H 5.519 7.460 9.550
H 5.657 10.876 7.175
H -4.848 -1.695 6.378
H -10.215 2.643 -8.323
H -3.238 2.752 -7.681
H 8.234 2.425 6.738
H -5.890 -7.994 -4.951
H 8.356 -1.446 -3.990
H -12.768 6.754 -10.816
H -5.663 -4.914 11.135
H -4.046 1.277 -7.205
H -5.924 2.309 -6.345
H 6.196 10.785 9.304
H -10.706 6.396 -11.459
H -7.018 3.853 -10.861
H 6.032 3.397 3.254
H -3.725 -6.280 10.434
H -2.251 -5.601 8.577
```


Question: What is the formula in the second record?
Answer: C60H78N13O3